C33H78N10O13SZn as an isolated structure at a distorted geometry. Source: the Open Molecules 2025 dataset; level of theory: ωB97M-V/def2-TZVPD.

```
136
C33H78N10O13SZn, DFT ωB97M-V/def2-TZVPD
Zn 6.1413 -3.4283 5.9105
S 5.6097 -5.7054 7.0204
O 5.5863 -4.3341 7.5674
O 6.5709 -6.5949 7.6485
O 4.2347 -6.1717 7.0897
O 6.0694 -5.3647 5.6489
C -2.6916 -10.1371 7.7039
C -1.6299 -9.1950 7.0866
N -1.4639 -7.9643 7.8724
C -2.6637 -7.1115 7.8628
C -3.1317 -6.5375 6.5208
C -0.2981 -7.1951 7.4396
C 1.0163 -7.9121 7.7427
H -2.4066 -11.1432 7.3969
H -3.7103 -9.8951 7.4102
H -2.5740 -10.0941 8.7861
H -0.6769 -9.7193 7.1264
H -1.7895 -8.9233 6.0348
H -3.4766 -7.6908 8.3043
H -2.4449 -6.2927 8.5500
H -3.6042 -7.2685 5.8670
H -3.8772 -5.7730 6.7536
H -2.3373 -5.9815 6.0211
H -0.3113 -6.2793 8.0351
H -0.3460 -6.9298 6.3752
H 1.8442 -7.2311 7.5227
H 1.1832 -8.7989 7.1303
H 1.2030 -8.1994 8.7770
C 6.4614 0.8116 6.8582
C 5.9443 -0.5033 7.4000
O 5.9988 -1.5421 6.7448
N 5.3746 -0.4676 8.6068
C 4.7254 -1.6506 9.1767
H 6.2481 0.9238 5.7953
H 7.5443 0.9418 6.8650
H 5.9649 1.6190 7.3955
H 5.2092 0.3937 9.0965
H 4.3917 -2.3161 8.3845
H 3.8696 -1.3193 9.7621
H 5.4044 -2.1988 9.8297
C 3.6455 -5.0476 10.3478
C 2.5398 -4.2599 9.7202
O 1.9474 -3.3922 10.3619
N 2.3414 -4.4718 8.4094
C 1.4672 -3.6929 7.5689
H 3.7684 -6.0504 9.9329
H 3.4390 -5.1978 11.4058
H 4.5798 -4.5091 10.2013
H 2.9650 -5.1253 7.9399
H 0.9006 -4.3668 6.9229
H 2.1325 -3.1375 6.8973
H 0.8245 -3.0158 8.1218
C 7.9040 -3.3194 1.9963
C 7.0091 -2.5038 2.8853
O 6.7346 -2.9339 4.0036
N 6.5867 -1.3272 2.4183
C 5.7767 -0.3847 3.2032
H 7.5640 -4.3490 1.8853
H 8.8764 -3.4842 2.4656
H 8.0725 -2.8484 1.0285
H 6.7418 -1.1409 1.4426
H 6.4425 0.4656 3.3569
H 5.4849 -0.8552 4.1382
H 4.9191 -0.0629 2.6165
C 5.5909 -8.9228 5.6757
C 5.1148 -9.6331 6.9343
O 5.3821 -10.8084 7.1417
N 4.2930 -8.9533 7.7646
C 3.7623 -9.4313 9.0318
H 5.5055 -9.5666 4.7988
H 6.6740 -8.7973 5.7354
H 5.1347 -7.9624 5.4471
H 4.1276 -7.9718 7.5827
H 3.5880 -8.5792 9.6830
H 4.4650 -10.1453 9.4633
H 2.8536 -10.0178 8.8812
C 8.7742 -6.9636 4.4164
C 9.5565 -7.5341 5.5747
O 10.5047 -8.2777 5.3262
N 9.1589 -7.2591 6.8308
C 9.9311 -7.6403 7.9844
H 8.0289 -7.6998 4.1105
H 9.4535 -6.8050 3.5800
H 8.2632 -6.0155 4.5937
H 8.1643 -7.0618 6.9697
H 10.9796 -7.7652 7.7223
H 9.5199 -8.5620 8.4023
H 9.9339 -6.8976 8.7848
C 7.5790 -4.8328 10.5627
C 7.5591 -6.2760 11.0678
O 7.7478 -6.5470 12.2487
N 7.2586 -7.2047 10.1474
C 7.1005 -8.5928 10.5000
H 8.5612 -4.4639 10.8679
H 6.7730 -4.2775 11.0312
H 7.5994 -4.8154 9.4741
H 7.0749 -6.8998 9.1721
H 8.0565 -8.9563 10.8794
H 6.8472 -9.2000 9.6294
H 6.2679 -8.7145 11.1944
C 2.5406 -3.0805 3.4363
C 3.3880 -3.8028 4.4556
O 4.3081 -3.2056 5.0192
N 2.9364 -5.0217 4.8043
C 1.7606 -5.6957 4.2676
H 2.9260 -2.1220 3.1034
H 1.5201 -2.9569 3.8054
H 2.4372 -3.7359 2.5670
H 3.4508 -5.4179 5.5887
H 1.6336 -5.6781 3.1850
H 0.8531 -5.2319 4.6591
H 1.8820 -6.7341 4.5692
C 5.1078 -6.2786 2.3309
C 4.5916 -6.1245 0.9254
O 4.1533 -5.0642 0.5028
N 4.6677 -7.2506 0.1826
C 4.3185 -7.2867 -1.2159
H 6.1152 -6.7017 2.3883
H 4.4975 -6.8969 2.9929
H 5.2396 -5.3586 2.9001
H 5.0292 -8.0722 0.6335
H 5.0337 -7.9245 -1.7381
H 4.3241 -6.3294 -1.7299
H 3.3287 -7.7149 -1.3907
C 10.4337 -3.6002 5.9067
C 9.2884 -3.1365 6.7967
O 8.1271 -3.3476 6.4435
N 9.6079 -2.4618 7.8894
C 8.7208 -1.8585 8.8421
H 10.1832 -3.2343 4.9133
H 10.4949 -4.6891 5.8967
H 11.4107 -3.2727 6.2613
H 10.5907 -2.3510 8.0819
H 8.3386 -0.9032 8.4808
H 9.0831 -1.7603 9.8622
H 7.8718 -2.5398 8.9353
```

The value obtained for the HOMO energy is -8.3 eV. For the total energy, the calculation gives -136265.33779 eV. The maximum force is 0.0572 Eh/bohr. Its LUMO energy is -0.283 eV.

***

C15H26IO2P2PdSe as an isolated structure at a distorted geometry. Source: the Open Molecules 2025 dataset; level of theory: ωB97M-V/def2-TZVPD.

```
48
C15H26IO2P2PdSe, DFT ωB97M-V/def2-TZVPD
C -0.0446 -0.1699 -5.0759
C -0.0401 0.1062 -3.6651
H -0.0390 0.7700 -5.6621
H -0.9268 -0.7569 -5.3595
H 0.8289 -0.7687 -5.3620
O -0.0296 1.1421 -3.0554
I -0.0636 -2.4693 -2.5772
Pd -0.0458 -0.5398 -0.9187
P 2.2775 -0.2434 -0.5838
C 2.8583 0.9932 0.5885
C 3.0849 -1.7864 -0.0980
H 4.1536 -1.5824 0.0517
H 4.1465 0.3352 -1.9440
H 2.9523 -2.5352 -0.8862
H 2.9351 -0.6049 -2.8735
H 2.4033 0.8446 1.5730
H 2.6359 -2.1640 0.8318
C 3.0766 0.1958 -2.1406
H 3.9471 0.8936 0.6750
H 2.6524 1.1283 -2.5275
H 2.6168 1.9969 0.2249
P -2.3526 -0.1913 -0.5832
C -2.9150 1.1050 0.5417
C -3.1561 0.2053 -2.1563
H -3.0905 -2.4738 -0.7990
H -4.2611 -1.4616 0.1162
H -2.7474 -2.0491 0.9026
C -3.1981 -1.6944 -0.0357
H -3.0217 -0.6241 -2.8602
H -4.2259 0.3632 -1.9637
H -3.9982 0.9924 0.6819
H -2.7081 2.0900 0.1078
H -2.7200 1.1204 -2.5744
H -2.4118 1.0211 1.5115
C -0.0215 1.4235 -0.8490
O -0.0054 2.5781 -0.7534
Se -0.0341 -1.9476 1.6189
C 0.0569 -0.6961 2.9766
C -1.1237 -0.1032 3.5075
C -1.0461 0.8823 4.4845
C 0.1943 1.2783 4.9946
C 1.3632 0.6637 4.5174
C 1.2975 -0.3214 3.5388
H -2.0890 -0.4594 3.1286
H -1.9613 1.3436 4.8502
H 0.2551 2.0395 5.7714
H 2.3470 0.9589 4.9231
H 2.1943 -0.8281 3.1858
```

The value obtained for the HOMO energy (alpha / beta) is -16.2 / -18.6 eV. As for the expectation value of S²: 6.03. For the total energy, the calculation gives -115544.72650 eV. The maximum force is 0.1272 Eh/bohr. Its net charge is +3. Its LUMO energy (alpha / beta) is -11.390 / -12.950 eV. The spin multiplicity is 5.

***

C5H10N2S as an isolated structure at a distorted geometry. Source: the Open Molecules 2025 dataset; level of theory: ωB97M-V/def2-TZVPD.

```
18
C5H10N2S, DFT ωB97M-V/def2-TZVPD
C 0.0538 -0.0199 1.5822
C 1.7958 1.0242 0.3013
C -0.1681 -0.0933 -0.8163
C -1.7340 0.3417 -1.0053
C -0.3796 -1.5630 -1.2772
H -0.7991 -0.7618 1.3551
H -0.2058 0.7836 2.2131
H 0.6400 -0.7389 2.1802
H 1.9157 1.1297 -0.7538
H 1.9176 1.5566 2.2996
H 0.2252 0.1924 -1.7302
H -1.9861 1.3983 -1.3671
H -2.1995 -0.0739 -0.0509
H 0.4361 -1.8781 -1.8516
H -0.7818 -2.2401 -0.5175
N 0.6281 0.2927 0.3371
N 2.4498 1.6848 1.2847
S -1.8080 -1.0349 -2.1835
```

The value obtained for the HOMO energy is -8.8 eV. For the total energy, the calculation gives -19159.74299 eV. The maximum force is 0.0842 Eh/bohr. Its LUMO energy is 0.739 eV.

***

C17H31MnN3P2 as an isolated structure at a distorted geometry. Source: the Open Molecules 2025 dataset; level of theory: ωB97M-V/def2-TZVPD.

```
54
C17H31MnN3P2, DFT ωB97M-V/def2-TZVPD
P -2.2616 3.4611 -0.9727
P -0.5660 0.8268 -1.2436
C -1.9940 2.7524 -2.7043
C -1.7078 1.2457 -2.6499
H -1.1672 3.3583 -3.1056
H -2.8654 3.0146 -3.3265
H -2.6277 0.6603 -2.5034
H -1.2250 0.8354 -3.5438
C 1.1369 0.8891 -1.9415
H 1.6312 0.0088 -1.4943
H 1.7289 1.7675 -1.6570
H 1.1291 0.7786 -3.0388
C -0.6843 -1.0092 -1.4101
H -0.8889 -1.2563 -2.4673
H -1.4136 -1.5416 -0.7954
H 0.3020 -1.4568 -1.1963
C -2.7244 5.2285 -1.2294
H -2.0357 5.8324 -0.6389
H -3.7270 5.4447 -0.8485
H -2.6212 5.5503 -2.2665
C -3.8283 2.7896 -0.3301
H -3.8437 1.6938 -0.3282
H -4.7143 3.1475 -0.8778
H -3.9339 3.1158 0.7194
Mn -0.6777 2.5391 0.0857
C 2.1488 -5.2692 1.2266
C 3.1487 -4.4558 0.8633
C 3.1055 -3.0039 0.4438
C 2.4224 -2.0349 1.4617
C 1.0521 -2.3163 1.9861
C 0.0615 -2.7605 1.1982
C 0.2241 -3.8803 0.2137
C 0.7146 -5.2105 0.7833
C -0.5645 4.0289 1.4610
H 2.3559 -6.1501 1.8499
H 4.2030 -4.7553 0.9581
H 2.7115 -2.8408 -0.5786
H 4.1694 -2.6704 0.4480
H 3.1105 -1.8467 2.2990
H 2.3180 -1.1062 0.8460
H 0.8004 -1.7900 2.9095
H -0.8682 -2.1557 1.1240
H 0.9704 -3.6225 -0.5651
H -0.7474 -4.1054 -0.2593
H 0.0320 -5.6363 1.5301
H 0.5527 -5.8278 -0.1051
H -0.7962 3.4257 2.3715
H -1.2021 4.9252 1.3798
H 0.5004 4.3448 1.5021
N 0.9778 1.8691 0.8834
C 1.4314 1.5568 1.9410
N 1.5747 1.3530 3.1712
C 2.2940 0.4911 3.8474
N 2.8780 -0.2326 4.5744
```

The value obtained for the HOMO energy (alpha / beta) is -5.4 / -7.5 eV. As for the expectation value of S²: 8.82. For the total energy, the calculation gives -72491.73808 eV. The maximum force is 0.1322 Eh/bohr. Its LUMO energy (alpha / beta) is 0.132 / -0.909 eV. The spin multiplicity is 6.

***

One molecule with the formula H4N2OS2 at a distorted geometry. Source: the Open Molecules 2025 dataset; level of theory: ωB97M-V/def2-TZVPD.

```
9
H4N2OS2, DFT ωB97M-V/def2-TZVPD
N 0.1006 0.8951 -0.4731
N 0.0021 -1.8218 0.0348
O 1.0595 0.2762 -0.9076
S 0.4617 1.9914 1.0736
S -1.1385 -0.7719 0.1428
H -0.1874 1.7115 -1.1081
H 0.2500 -2.3317 0.8346
H 0.7364 0.8506 1.6888
H -1.2844 -0.7994 -1.2857
```

The value obtained for the HOMO energy (alpha / beta) is -8.6 / -8.6 eV. For the total energy, the calculation gives -26757.18119 eV. The maximum force is 0.0534 Eh/bohr. Its LUMO energy (alpha / beta) is -0.677 / -0.676 eV.

***

One molecule with the formula C6H5NO3 at a distorted geometry. Source: the Open Molecules 2025 dataset; level of theory: ωB97M-V/def2-TZVPD.

```
15
C6H5NO3, DFT ωB97M-V/def2-TZVPD
C 2.2112 -0.2701 0.0115
C 0.6957 -0.1886 -0.0153
C -0.0805 -1.3448 -0.0293
C -1.4922 -1.2834 -0.0124
C -2.0503 -0.0329 0.0763
C 0.0330 1.0459 -0.0630
H 2.1872 1.6343 0.0766
H 0.4759 -2.2920 -0.1665
H -2.1351 -2.1706 0.1008
H -3.1168 -0.0245 0.1763
H -1.6795 2.0998 -0.0512
N -1.3650 1.1614 -0.0847
O 2.8863 0.9036 0.0633
O 2.7432 -1.3534 -0.0519
O 0.6869 2.1153 -0.0307
```

The value obtained for the HOMO energy is -9.4 eV. For the total energy, the calculation gives -13936.01588 eV. The maximum force is 0.0867 Eh/bohr. As for the structure (SMILES): O=C(O)c1ccc[nH]c1=O. Its LUMO energy is -0.627 eV.

***

C21H46FeNOP3S as an isolated structure at a distorted geometry. Source: the Open Molecules 2025 dataset; level of theory: ωB97M-V/def2-TZVPD.

```
74
C21H46FeNOP3S, DFT ωB97M-V/def2-TZVPD
Fe -0.3567 -0.8549 -0.0954
P -0.4300 -3.1014 -0.4124
P 0.4071 -0.9822 2.0935
P -0.3658 -0.3057 -2.3811
H 6.1323 6.3686 1.4844
C 5.5033 6.8290 0.7269
C 4.4530 7.5796 1.0502
H 4.1791 7.7641 2.0857
C 1.2059 -3.8772 -0.7736
C -0.9917 -4.2683 0.9141
C -1.4493 -3.8301 -1.7775
C 0.6182 0.5835 3.0342
C -0.4765 -1.9380 3.4139
C 2.1075 -1.6752 2.2670
C -0.1010 1.4373 -2.9288
C -1.7548 -0.6968 -3.5478
C 0.9957 -1.1578 -3.2717
H 5.7773 6.6444 -0.3088
H 3.8241 8.0400 0.2926
H 1.1196 -4.9551 -0.9522
H 1.8670 -3.6966 0.0783
H 1.6554 -3.3960 -1.6452
H -1.1079 -5.2784 0.5057
H -1.9536 -3.9388 1.3151
H -0.2670 -4.3026 1.7305
H -1.4437 -4.9246 -1.7234
H -1.0651 -3.5218 -2.7489
H -2.4807 -3.4789 -1.6930
H 0.7653 0.3537 4.0957
H -0.2633 1.2148 2.9047
H 1.4811 1.1325 2.6528
H 0.2437 -2.5055 4.0137
H -1.2085 -2.6281 2.9928
H -0.9977 -1.2375 4.0728
H 2.5531 -1.4073 3.2314
H 2.7194 -1.2708 1.4570
H 2.0904 -2.7634 2.1681
H -0.1331 1.4877 -4.0226
H 0.8729 1.7808 -2.5746
H -0.8914 2.0747 -2.5257
H -1.3758 -0.7077 -4.5757
H -2.5335 0.0679 -3.4755
H -2.1967 -1.6723 -3.3304
H 1.1595 -0.7085 -4.2577
H 0.7389 -2.2145 -3.3835
H 1.9082 -1.0891 -2.6763
C 1.5047 2.1967 0.1134
C 2.6267 1.5284 -0.4065
C 3.9051 2.0727 -0.2857
C 4.1033 3.2954 0.3561
C 2.9936 3.9707 0.8754
C 1.7157 3.4341 0.7582
S -0.1478 1.5912 0.0368
H 1.2409 -1.0426 -0.4242
H 2.4682 0.5824 -0.9169
H 4.7535 1.5325 -0.7004
H 5.1000 3.7166 0.4505
H 3.1259 4.9256 1.3787
H 0.8605 3.9653 1.1680
C -5.7558 -0.2113 0.3097
N -4.4672 -0.8726 0.4715
C -4.4369 -2.2250 1.0169
C -3.2829 -0.2672 0.1075
C -3.2559 1.1264 -0.4757
O -2.2442 -0.9167 0.2508
H -6.5986 -0.8498 0.6476
H -5.9316 0.0176 -0.7629
H -5.7834 0.7224 0.9115
H -3.9904 -2.9197 0.2747
H -3.8313 -2.2433 1.9484
H -5.4499 -2.6063 1.2634
H -2.7371 1.8092 0.2210
H -2.7636 1.1201 -1.4612
H -4.2557 1.5736 -0.6263
```

The value obtained for the HOMO energy (alpha / beta) is -14.8 / -16.9 eV. As for the expectation value of S²: 8.90. For the total energy, the calculation gives -99121.16475 eV. The maximum force is 0.0877 Eh/bohr. Its net charge is +3. Its LUMO energy (alpha / beta) is -9.160 / -13.697 eV. The spin multiplicity is 6.

***

An isolated ion of composition CClNO2P and charge -1 at a distorted geometry. Source: the Open Molecules 2025 dataset; level of theory: ωB97M-V/def2-TZVPD.

```
6
CClNO2P, DFT ωB97M-V/def2-TZVPD
C 0.8978 0.0773 -0.4374
N 1.5973 0.8584 -0.8984
O -1.0601 -1.7063 -0.0885
O -1.5815 0.9136 0.0860
P -0.6085 -0.3850 0.3745
Cl -0.1132 -0.4677 2.4464
```

The value obtained for the HOMO energy is -5.6 eV. For the total energy, the calculation gives -28436.94183 eV. The maximum force is 0.1390 Eh/bohr. Its net charge is -1. As for the structure (SMILES): N#C[P@](=O)([O-])Cl. Its LUMO energy is 3.701 eV.